(1)
Formula: C8H5F17OPbSi2
Source: the OMol25 dataset
Level of theory: ωB97M-V/def2-TZVPD

Summary:
strongest force on any atom = 5.7 eV/A
total charge = +2
energy = -2851.58251 Ha
Kohn-Sham gap = 5.1 eV
E_LUMO = -11.798 eV

Geometry (Å):
1 F -5.79 1.95 -0.16
2 C -5.57 0.46 -0.24
3 F -6.46 -0.02 -1.34
4 F -5.92 -0.07 1.11
5 C -3.95 0.28 -0.61
6 F -3.24 1.18 0.35
7 F -3.80 0.80 -1.99
8 C -3.41 -1.25 -0.38
9 F -3.43 -1.63 1.08
10 F -4.46 -2.15 -1.00
11 C -2.01 -1.63 -1.14
12 F -1.72 -3.07 -0.77
13 F -2.33 -1.66 -2.62
14 C -0.73 -0.65 -0.78
15 F -0.92 0.71 -1.40
16 F -0.72 -0.57 0.73
17 C 0.73 -1.33 -1.18
18 F 0.55 -2.20 -2.40
19 F 1.06 -2.28 -0.08
20 C 1.91 -0.27 -1.57
21 F 3.11 -1.11 -1.92
22 F 1.63 0.52 -2.83
23 C 2.40 0.74 -0.40
24 F 1.34 1.48 0.32
25 F 3.22 1.81 -1.10
26 Si 3.67 -0.06 0.87
27 O 4.86 1.12 1.47
28 Si 4.25 1.72 3.02
29 H 2.82 -0.55 1.98
30 H 4.33 -1.25 0.32
31 H 5.40 1.76 3.96
32 H 3.70 3.06 2.77
33 H 3.27 0.81 3.63
34 Pb 6.21 3.37 2.30

***

(2)
Formula: C8H5F3N4
Source: the OMol25 dataset
Level of theory: ωB97M-V/def2-TZVPD

Summary:
strongest force on any atom = 4.3 eV/A
total charge = 0
energy = -826.35041 Ha
energy above the lowest of the compared OMol25 structures with the same formula, charge and spin = 0.000 eV
Kohn-Sham gap (alpha / beta) = 7.7 / 7.7 eV
E_LUMO (alpha / beta) = -0.596 / -0.596 eV

Geometry (Å):
1 C -3.27 1.49 0.10
2 C 1.54 0.06 0.40
3 C -2.58 -0.80 0.30
4 C 0.79 0.59 -0.57
5 C 0.94 -0.73 1.33
6 C -1.11 -0.47 0.27
7 C -3.53 0.10 0.09
8 C -4.96 -0.50 -0.08
9 N -2.99 2.58 0.36
10 N -0.37 -0.95 1.25
11 N -1.31 0.99 -1.50
12 N -0.57 0.38 -0.69
13 F -5.56 -0.77 1.12
14 F -5.79 0.32 -0.76
15 F -4.99 -1.64 -0.78
16 H 2.58 0.08 0.59
17 H -2.78 -1.91 0.44
18 H 1.08 1.17 -1.40
19 H 1.37 -0.97 2.20
20 H -0.68 1.42 -2.30

***

(3)
Formula: C8H5FNO3
Source: the OMol25 dataset
Level of theory: ωB97M-V/def2-TZVPD

Summary:
strongest force on any atom = 2.0 eV/A
total charge = -1
energy = -688.12034 Ha
energy above the lowest of the compared OMol25 structures with the same formula, charge and spin = 2.198 eV
Kohn-Sham gap (alpha / beta) = 5.9 / 5.9 eV
E_LUMO (alpha / beta) = 3.231 / 3.231 eV

Geometry (Å):
1 C -1.55 1.71 1.20
2 C -0.72 -1.37 0.07
3 C -0.65 -2.37 -0.80
4 C 1.06 0.49 -0.02
5 C -0.23 -3.37 -1.65
6 C 0.51 -0.77 0.65
7 C 0.07 1.39 -0.72
8 C -1.28 1.40 -0.09
9 N -1.75 1.91 2.33
10 O 0.55 -4.08 -2.21
11 O 2.24 0.77 0.06
12 O -1.59 -3.24 -1.49
13 F -2.34 1.35 -1.00
14 H -1.68 -1.01 0.40
15 H 0.29 -0.45 1.68
16 H 1.32 -1.49 0.68
17 H 0.53 2.39 -0.79
18 H -0.05 1.01 -1.74

***

(4)
Formula: C8H5InN2O5
Source: the OMol25 dataset
Level of theory: ωB97M-V/def2-TZVPD

Summary:
strongest force on any atom = 8.3 eV/A
total charge = +2
energy = -982.90209 Ha
energy above the lowest of the compared OMol25 structures with the same formula, charge and spin = 1.604 eV
Kohn-Sham gap = 6.4 eV
E_LUMO = -9.005 eV

Geometry (Å):
1 O -0.01 2.02 -2.54
2 C -0.01 1.33 -1.62
3 In 0.00 -0.22 0.05
4 O -0.01 2.46 2.11
5 C -0.01 1.58 1.36
6 C 0.01 -1.77 -1.47
7 O -0.09 -2.86 -1.03
8 C 2.09 -0.22 -0.16
9 O 3.24 -0.29 -0.28
10 C -2.09 -0.24 -0.16
11 O -3.23 -0.32 -0.28
12 H 0.11 -1.30 -2.50
13 N -0.63 -2.26 3.61
14 C 0.54 -2.88 3.24
15 C 0.96 -2.33 2.07
16 N 0.00 -1.38 1.77
17 C -0.96 -1.34 2.71
18 H -1.17 -2.45 4.42
19 H 1.04 -3.65 3.77
20 H 1.81 -2.48 1.41
21 H -1.84 -0.65 2.69

***

(5)
Formula: C8H5N2O3S
Source: the OMol25 dataset
Level of theory: ωB97M-V/def2-TZVPD

Summary:
strongest force on any atom = 6.1 eV/A
total charge = -1
energy = -1041.20061 Ha
SMILES string = [N-]=NC#S(=O)OC(=O)c1ccccc1
energy above the lowest of the compared OMol25 structures with the same formula, charge and spin = 2.355 eV
Kohn-Sham gap (alpha / beta) = 7.8 / 7.8 eV
E_LUMO (alpha / beta) = 3.395 / 3.395 eV

Geometry (Å):
1 N -2.45 -0.36 -2.07
2 N -2.19 0.51 -1.33
3 C -1.84 1.51 -0.73
4 S -2.19 2.00 0.84
5 O -1.60 3.31 1.07
6 O -1.27 0.78 2.09
7 C -0.53 -0.24 2.14
8 O -0.51 -1.00 3.08
9 C 0.35 -0.45 0.93
10 C 0.67 0.68 0.18
11 C 1.37 0.66 -1.01
12 C 1.74 -0.62 -1.39
13 C 1.36 -1.77 -0.70
14 C 0.64 -1.73 0.49
15 H 0.39 1.58 0.51
16 H 1.65 1.45 -1.57
17 H 2.30 -0.88 -2.37
18 H 1.68 -2.82 -1.07
19 H 0.42 -2.61 0.92

***

(6)
Formula: C8H61FO21Si2
Source: the OMol25 dataset
Level of theory: ωB97M-V/def2-TZVPD

Summary:
strongest force on any atom = 5.2 eV/A
total charge = 0
energy = -2600.30401 Ha
Kohn-Sham gap = 10.0 eV
E_LUMO = 0.243 eV

Geometry (Å):
1 C 1.40 2.63 -1.04
2 C 1.04 2.16 -2.44
3 C 0.71 0.68 -2.51
4 C -0.69 0.42 -1.94
5 C -0.86 -1.02 -1.39
6 Si -0.84 -1.08 0.46
7 O 0.43 -0.19 1.10
8 Si 1.99 -0.68 0.80
9 C 2.69 -1.70 2.21
10 C 1.68 -2.54 2.95
11 C 0.86 -1.81 3.98
12 F 2.39 -3.60 3.60
13 H 2.39 2.28 -0.76
14 H 0.65 2.25 -0.34
15 H 1.34 3.71 -0.98
16 H 0.14 2.71 -2.73
17 H 1.81 2.45 -3.16
18 H 1.42 0.07 -1.96
19 H 0.70 0.37 -3.55
20 H -1.43 0.58 -2.71
21 H -0.86 1.15 -1.15
22 H -1.80 -1.43 -1.75
23 H -0.09 -1.69 -1.77
24 H -2.09 -0.51 0.99
25 H -0.77 -2.51 0.89
26 H 2.13 -1.43 -0.46
27 H 2.81 0.54 0.73
28 H 3.44 -2.36 1.79
29 H 3.20 -1.04 2.91
30 H 1.03 -3.04 2.24
31 H -0.19 -2.05 3.88
32 H 1.19 -2.07 4.98
33 H 0.94 -0.73 3.85
34 O 1.09 -3.27 -2.93
35 H 1.77 -3.00 -3.56
36 H 1.33 -4.18 -2.73
37 O -2.00 3.97 -2.93
38 H -1.93 4.74 -3.51
39 H -2.93 3.97 -2.67
40 O 2.67 1.84 3.56
41 H 2.53 1.32 4.36
42 H 2.01 1.51 2.94
43 O -4.36 -0.92 1.88
44 H -4.21 -1.26 2.77
45 H -5.31 -0.99 1.75
46 O 3.18 -4.30 0.26
47 H 3.26 -4.62 1.16
48 H 2.24 -4.37 0.07
49 O -4.96 4.48 -2.81
50 H -4.91 5.24 -3.40
51 H -5.89 4.47 -2.54
52 O -1.48 3.65 -5.99
53 H -1.25 3.39 -5.08
54 H -1.19 2.92 -6.53
55 O 2.35 -6.68 2.21
56 H 2.14 -5.94 2.79
57 H 3.08 -7.12 2.66
58 O 2.50 -5.87 5.36
59 H 2.36 -5.07 4.84
60 H 1.64 -6.07 5.75
61 O -2.88 1.57 -7.32
62 H -3.06 1.22 -8.19
63 H -3.30 2.45 -7.30
64 O -7.89 4.46 -3.31
65 H -8.24 3.56 -3.27
66 H -7.87 4.67 -4.25
67 O 2.66 4.24 1.20
68 H 3.16 4.96 1.60
69 H 2.51 3.64 1.94
70 O 3.31 7.19 1.69
71 H 2.35 7.23 1.71
72 H 3.59 8.09 1.48
73 O 2.99 -4.40 -4.96
74 H 2.71 -4.99 -5.66
75 H 3.92 -4.22 -5.14
76 O 5.82 3.52 0.35
77 H 5.95 4.30 -0.20
78 H 4.88 3.55 0.58
79 O -6.89 -1.98 0.61
80 H -7.22 -2.89 0.64
81 H -7.02 -1.69 -0.30
82 O -5.68 -0.05 -1.19
83 H -5.84 0.69 -0.60
84 H -4.89 -0.47 -0.83
85 O -4.78 -3.85 0.02
86 H -4.98 -3.13 0.64
87 H -3.99 -4.27 0.38
88 O 3.90 3.53 3.77
89 H 4.45 3.83 4.49
90 H 3.63 2.63 4.00
91 O 2.48 -3.61 7.62
92 H 2.90 -3.87 8.45
93 H 2.81 -4.24 6.97